Entry from OMol25: an isolated molecule of C5H9N3 at a distorted geometry (the ωB97M-V functional and the def2-TZVPD basis).

Each line ends with the Löwdin charge.
Positions of all 17 atoms, in Å:
C  0.9969  2.2156  -1.5848  -0.013
N  0.4827  2.8791  -0.5498  -0.052
N  -0.0043  2.5217  0.6863  -0.022
C  -0.2463  1.2505  1.1379  -0.154
N  -0.2545  0.1960  0.3398  0.036
C  -0.6930  -0.9008  0.9556  -0.236
C  -0.4827  -2.2141  0.4975  -0.178
C  0.1093  -2.5648  -0.7676  -0.144
H  0.7641  1.1535  -1.7483  0.044
H  1.5615  2.9446  -2.1630  0.054
H  -0.0445  3.2758  1.3329  0.121
H  -0.4736  1.0579  2.1803  0.118
H  -1.2462  -0.7619  1.8878  0.093
H  -1.0563  -2.9020  1.0996  0.081
H  -0.5942  -3.2798  -1.3298  0.094
H  0.1333  -1.6716  -1.3928  0.058
H  1.0479  -3.1997  -0.5817  0.100

**Relative energy (zero: lowest compared OMol25 entry of this formula, charge and spin)**: 86.0 kcal/mol
**Total energy**: -9797.73548 eV
**HOMO**: -7.64 eV
**SMILES**: C=NN/C=N/C=C\C

---

Entry from OMol25: an isolated molecule of C11H14N2O at a distorted geometry (the ωB97M-V functional and the def2-TZVPD basis).

Each line ends with the Löwdin charge.
Positions of all 28 atoms, in Å:
C  1.5384  -2.6809  -0.1185  0.080
C  -0.9424  -2.6613  -0.3392  -0.086
C  0.9330  -0.5147  0.2202  0.011
C  -1.2943  -1.3781  -0.0768  -0.176
C  -0.7767  0.9882  -0.3479  -0.341
C  -2.7009  -1.1654  0.2778  -0.133
C  -2.2144  1.2667  0.3673  -0.018
C  -3.2043  0.2108  -0.2629  -0.127
C  3.1094  0.2636  1.0375  -0.082
C  2.6275  0.3566  -1.3800  -0.066
C  1.9996  0.5305  0.0133  -0.416
N  0.3904  -3.0275  -0.3589  -0.088
N  -0.3295  -0.3067  -0.0822  0.034
O  -0.1389  1.8115  -0.9296  0.125
H  -1.5643  -3.5651  -0.2283  0.128
H  -3.3680  -1.9158  -0.1293  0.125
H  -2.7387  -1.1948  1.2950  0.094
H  -2.0460  1.1224  1.4423  0.125
H  -2.4857  2.2465  0.2565  0.072
H  -3.4119  0.1952  -1.2745  0.093
H  -4.1633  0.3752  0.0672  0.076
H  3.7150  1.1397  1.0315  0.065
H  3.7786  -0.4545  0.6995  0.050
H  2.8545  0.0969  2.0765  0.079
H  3.2859  1.1919  -1.4293  0.063
H  1.8067  0.7577  -2.0829  0.095
H  3.0189  -0.6147  -1.8088  0.103
H  1.6599  1.5560  0.1187  0.115

**Relative energy (zero: lowest compared OMol25 entry of this formula, charge and spin)**: 163.5 kcal/mol
**Total energy**: -16655.82095 eV
**HOMO**: -7.48 eV

---

Entry from OMol25: a structure of composition C16H43AlN3O4Si at a distorted geometry (the ωB97M-V functional and the def2-TZVPD basis).

Each line ends with the Löwdin charge.
Positions of all 68 atoms, in Å:
C  -1.5365  1.4184  3.8096  -0.292
Si  -2.3768  1.4866  2.0362  0.403
C  -1.6709  2.8874  0.9199  -0.296
C  -4.2898  1.6574  2.4012  -0.303
Al  -2.0632  -0.6041  1.0392  0.134
O  -0.7748  -1.6434  1.9444  -0.321
C  0.2902  -1.9891  0.9462  -0.227
C  -0.4344  -2.0381  -0.5230  -0.348
C  -1.5157  -3.2187  -0.8785  -0.162
C  -1.1823  -4.6868  -0.2296  -0.202
C  -1.5161  -4.8365  1.3678  -0.305
N  -2.8815  -4.3417  1.7902  -0.054
O  -1.1924  -0.7469  -0.6255  -0.311
H  -0.4320  1.0562  3.6721  0.033
H  -1.6552  2.4359  4.3799  0.024
H  -2.1237  0.5456  4.3740  0.047
H  -1.8293  3.9766  1.3240  0.028
H  -2.2565  2.8232  -0.1146  0.048
H  -0.5305  2.6843  0.6330  0.056
H  -4.6621  0.5366  2.5750  0.027
H  -4.8907  2.1422  1.5211  0.028
H  -4.4799  2.1977  3.4485  0.032
H  -3.5336  -1.1872  0.8358  -0.060
H  1.1103  -1.1414  0.8761  0.121
H  0.7762  -3.0601  1.0740  0.073
H  0.4771  -2.0502  -1.2814  0.129
H  -2.6501  -2.9115  -0.6680  0.098
H  -1.4670  -3.3633  -2.0626  0.113
H  -0.0523  -4.9861  -0.4165  0.098
H  -1.8185  -5.5093  -0.8159  0.106
H  -0.6924  -4.3430  2.0760  0.104
H  -1.4888  -6.0023  1.6213  0.103
H  -3.1151  -3.4007  1.4044  -0.002
H  -2.7861  -4.1713  2.8367  0.077
C  -0.7078  7.8026  -2.9054  -0.081
C  0.2178  7.1431  -1.8860  -0.432
C  -0.2850  5.7682  -1.3900  -0.195
O  -1.3592  5.8385  -0.4471  -0.218
C  -2.6372  6.0392  -1.0295  -0.112
N  0.4352  8.0737  -0.7672  0.029
H  -1.5943  8.2483  -2.4465  0.062
H  -0.1826  8.6107  -3.4287  0.073
H  -1.0387  7.0802  -3.6596  0.077
H  1.1812  6.9780  -2.3847  0.132
H  0.5398  5.2797  -0.8585  0.122
H  -0.5468  5.1088  -2.2259  0.121
H  -2.7364  5.5355  -1.9959  0.093
H  -2.8377  7.1062  -1.1302  0.068
H  -3.3892  5.6291  -0.3483  0.087
H  1.1341  7.6725  -0.1402  0.071
H  -0.4202  8.0766  -0.2044  0.070
C  3.7163  -3.2457  -1.7544  -0.070
C  4.0266  -3.4936  -0.2803  -0.419
C  5.2482  -4.4121  -0.0494  -0.200
O  4.9941  -5.8008  -0.2835  -0.196
C  5.0305  -6.1804  -1.6499  -0.114
N  2.8218  -4.0227  0.3782  0.047
H  3.2181  -4.0941  -2.2309  0.066
H  3.0461  -2.3843  -1.8621  0.072
H  4.6308  -3.0257  -2.3161  0.075
H  4.2608  -2.5199  0.1681  0.137
H  5.5291  -4.3397  1.0076  0.118
H  6.1196  -4.0763  -0.6239  0.114
H  5.7770  -5.6165  -2.2175  0.088
H  4.0420  -6.0653  -2.0953  0.073
H  5.2892  -7.2427  -1.7007  0.085
H  3.0007  -4.0892  1.3812  0.085
H  2.7204  -4.9988  0.0861  0.076

**Total energy**: -44423.37306 eV
**HOMO**: -4.16 eV
**Total charge**: -1

---

Entry from OMol25: a cluster of 2 separate species, C26H31N2 in total at a distorted geometry (the ωB97M-V functional and the def2-TZVPD basis).

Each line ends with the Löwdin charge.
Positions of all 59 atoms, in Å:
C  -1.9983  -3.7952  2.3023  -0.163
C  -2.0457  -2.2615  2.1440  -0.206
C  -0.6239  -1.8251  1.9450  -0.076
C  0.2377  -2.8375  2.1508  -0.260
N  1.6384  -2.7439  2.0724  -0.090
C  2.5347  -3.8586  2.4573  -0.155
C  3.9793  -3.3301  2.3568  -0.151
C  3.8738  -1.7927  2.1870  -0.153
C  2.3690  -1.4569  2.1480  -0.159
C  -0.4990  -4.1019  2.5010  -0.132
H  -2.6213  -4.1582  3.1305  0.110
H  -2.3646  -4.2817  1.3885  0.105
H  -2.6816  -1.9570  1.3036  0.096
H  -2.4558  -1.7761  3.0391  0.104
H  -0.3279  -0.8338  1.6536  0.066
H  2.2846  -4.1743  3.4747  0.114
H  2.3615  -4.7177  1.8002  0.113
H  4.5706  -3.6023  3.2409  0.109
H  4.4971  -3.7813  1.5009  0.105
H  4.3811  -1.2591  3.0008  0.107
H  4.3670  -1.4657  1.2631  0.103
H  2.1052  -0.8306  1.2899  0.087
H  2.0424  -0.9266  3.0479  0.118
H  -0.2715  -4.3850  3.5366  0.120
H  -0.1640  -4.9270  1.8627  0.113
C  -0.1549  -1.9551  -2.7352  0.021
C  -0.9623  -0.7275  -2.9025  -0.167
N  -2.0738  -0.6509  -3.6837  0.189
C  -2.6269  0.6286  -3.6000  -0.167
C  -1.8220  1.3910  -2.7332  -0.100
C  -2.2113  2.6850  -2.3807  -0.009
C  -3.3533  3.2097  -2.9289  -0.052
C  -4.1358  2.4596  -3.8102  -0.059
C  -3.7916  1.1703  -4.1471  0.000
C  -0.7374  0.5333  -2.2957  -0.080
C  0.2411  0.8191  -1.3211  0.135
C  0.5569  2.1149  -0.7963  -0.205
C  0.6116  3.2813  -1.5904  -0.032
C  0.8299  4.5125  -1.0185  -0.016
C  1.0021  4.6448  0.3566  -0.240
C  1.1503  5.9929  0.9752  -0.030
C  1.0023  3.4931  1.1406  -0.011
C  0.8100  2.2540  0.5822  0.008
H  0.6921  -1.7921  -2.0690  0.085
H  -0.7596  -2.7596  -2.3135  0.105
H  0.2402  -2.2840  -3.6975  0.104
H  -2.5072  -1.4271  -4.1886  0.193
H  -1.6365  3.2413  -1.6665  0.097
H  -3.6524  4.2098  -2.6663  0.112
H  -5.0322  2.8943  -4.2186  0.113
H  -4.4053  0.5710  -4.7972  0.115
H  0.6934  -0.0244  -0.8259  0.113
H  0.4888  3.1935  -2.6573  0.130
H  0.8697  5.3963  -1.6326  0.127
H  1.3114  5.9194  2.0501  0.084
H  1.9949  6.5345  0.5496  0.095
H  0.2518  6.5895  0.8178  0.096
H  1.1417  3.5862  2.2035  0.120
H  0.7853  1.3748  1.2032  0.103

**Relative energy (zero: lowest compared OMol25 entry of this formula, charge and spin)**: 4.9 kcal/mol
**Total energy**: -30438.84883 eV
**HOMO**: -9.43 eV
**Total charge**: +1

---

Entry from OMol25: a structure of composition CH2CaF3NO4S at a distorted geometry (the ωB97M-V functional and the def2-TZVPD basis).

Each line ends with the Löwdin charge.
Positions of all 13 atoms, in Å:
Ca  -1.7932  0.3284  -1.1882  1.491
O  0.2358  1.8239  0.7497  -0.172
H  -0.3169  2.6527  0.4233  0.153
N  0.1711  0.7230  -0.0878  -0.443
S  0.2184  -0.7249  0.5875  0.681
O  0.3323  -0.8580  2.0318  -0.266
O  -0.9296  -1.3887  -0.1217  -0.514
C  1.7042  -1.6639  -0.0558  -0.703
F  2.7737  -1.2771  0.6205  0.158
F  1.8770  -1.4086  -1.3396  0.144
F  1.5217  -2.9625  0.1133  0.158
O  -2.6400  2.1680  -1.2112  -0.617
H  -3.1545  2.5877  -0.5218  -0.071

**Relative energy (zero: lowest compared OMol25 entry of this formula, charge and spin)**: 0.0 kcal/mol
**Total energy**: -48174.60851 eV
**HOMO**: -9.04 eV

---

Entry from OMol25: an isolated molecule of C15H20N2O4 (the ωB97M-V functional and the def2-TZVPD basis).

Each line ends with the Löwdin charge.
Positions of all 41 atoms, in Å:
O  0.7174  2.4910  0.6998  0.061
C  0.3054  1.8115  -0.2267  -0.404
N  -0.9422  1.7969  -0.7003  0.088
C  -2.0349  2.5336  -0.1228  -0.129
C  -3.0562  1.5932  0.5191  -0.185
O  -3.6293  0.8300  -0.5195  -0.047
C  -4.5577  -0.1211  -0.2071  -0.266
C  -5.0515  -0.8581  -1.2837  -0.011
C  -5.9963  -1.8414  -1.0785  -0.086
C  -6.4636  -2.1066  0.1998  -0.104
C  -5.9747  -1.3773  1.2666  -0.088
C  -5.0252  -0.3861  1.0740  -0.028
C  1.2274  0.8605  -1.0000  -0.405
O  0.8130  0.1512  -1.8979  0.075
N  2.4886  0.9442  -0.5624  0.086
C  3.5731  0.1247  -1.0300  -0.105
C  3.9667  -0.9641  -0.0080  -0.317
C  4.6645  -0.3869  1.2298  -0.125
C  6.1357  -0.4414  0.8233  -0.156
C  6.1719  -1.7166  -0.0178  -0.194
O  4.8897  -1.8556  -0.6096  -0.098
H  -1.1388  1.1352  -1.4423  0.145
H  -1.6145  3.1993  0.6344  0.127
H  -2.5311  3.1199  -0.9013  0.132
H  -3.8241  2.1841  1.0366  0.133
H  -2.5537  0.9410  1.2462  0.137
H  -4.6755  -0.6391  -2.2706  0.116
H  -6.3703  -2.4056  -1.9197  0.104
H  -7.2026  -2.8766  0.3604  0.098
H  -6.3314  -1.5755  2.2668  0.103
H  -4.6622  0.1678  1.9257  0.102
H  2.6310  1.5761  0.2174  0.134
H  3.2400  -0.3693  -1.9457  0.131
H  4.4403  0.7511  -1.2558  0.133
H  3.0629  -1.5298  0.2508  0.153
H  4.4884  -1.0318  2.0912  0.119
H  4.3244  0.6178  1.4699  0.110
H  6.3981  0.4248  0.2153  0.108
H  6.8112  -0.4901  1.6738  0.111
H  6.3670  -2.5941  0.6137  0.120
H  6.9190  -1.6865  -0.8148  0.120

**Relative energy (zero: lowest compared OMol25 entry of this formula, charge and spin)**: 29.4 kcal/mol
**Total energy**: -27050.44712 eV
**HOMO**: -8.70 eV
**SMILES**: O=C(NCCOc1ccccc1)C(=O)NC[C@@H]1CCCO1